1.
{"formula": "C13H30N4O6P3S", "method": "the ωB97M-V functional and the def2-TZVPD basis", "species": ["C", "C", "P", "C", "C", "C", "N", "C", "N", "P", "P", "O", "O", "O", "N", "N", "C", "C", "C", "O", "C", "C", "O", "H", "H", "H", "H", "H", "H", "H", "H", "H", "H", "H", "H", "H", "H", "H", "H", "H", "H", "H", "H", "H", "H", "H", "H", "C", "S", "O", "C", "H", "H", "H", "H", "H", "H"], "xyz": [[0.01271, 3.59086, 1.46581], [1.16806, 3.72928, 0.39434], [1.00952, 2.35867, -0.87262], [-0.78994, 2.01891, -1.25586], [-0.91868, 1.85526, -2.81908], [1.85027, 0.89639, -0.10016], [1.93637, 0.76845, 1.24032], [2.65422, -0.38165, 1.42704], [2.99398, -0.84927, 2.62305], [3.95936, -2.30010, 2.84033], [5.00001, -1.87432, 4.71216], [5.22057, -0.42915, 4.92458], [4.04260, -2.42770, 5.91096], [6.43198, -2.63976, 4.79496], [2.93446, -0.91455, 0.23361], [2.43759, -0.12479, -0.74793], [2.60498, -0.39230, -2.17892], [1.39527, -1.12977, -2.85987], [0.16238, -1.32894, -1.96135], [0.26203, -2.56878, -1.24355], [-0.83517, -2.85014, -0.45737], [-2.20010, -2.15576, -0.59011], [-0.72291, -3.71169, 0.34057], [-0.89241, 4.07321, 1.05152], [-0.20638, 2.51321, 1.60525], [0.29097, 4.01861, 2.44566], [2.12141, 3.57233, 0.93718], [1.14327, 4.70528, -0.12161], [-1.41587, 2.88640, -0.96406], [-1.15961, 1.13633, -0.70016], [-1.80057, 1.26077, -3.11442], [0.01970, 1.38010, -3.17339], [-0.92879, 2.86632, -3.26926], [2.71759, -0.33126, 3.45314], [4.94295, -2.25943, 1.79711], [3.77788, -1.64284, 6.42587], [6.66526, -2.71551, 5.74070], [3.46013, -1.77033, 0.08389], [2.77541, 0.59198, -2.65777], [3.50712, -1.01744, -2.30359], [1.71952, -2.07816, -3.32213], [1.06506, -0.48479, -3.70125], [-0.04909, -0.49233, -1.27246], [-0.71815, -1.39097, -2.64109], [-2.83602, -2.41795, 0.26900], [-2.15682, -1.05343, -0.67635], [-2.75582, -2.50692, -1.48429], [-5.01652, 1.02953, -0.57233], [-5.76921, -0.59684, -0.38329], [-4.90194, -1.57342, -1.10222], [-7.19150, -0.26744, -1.43494], [-4.07728, 1.03812, -0.01974], [-4.82114, 1.22752, -1.62748], [-5.68379, 1.78859, -0.16338], [-6.85650, 0.01314, -2.43409], [-7.78847, 0.53333, -0.99766], [-7.78999, -1.17488, -1.49325]], "forces_ev_per_angstrom": [[0.24, -0.05, -0.67], [-0.92, -1.26, 1.36], [1.18, 1.23, -1.48], [-0.37, -0.32, -0.24], [0.75, 0.04, 0.70], [-1.46, 0.41, 1.29], [0.82, -1.00, -0.75], [-1.15, 1.98, -0.20], [1.17, -0.58, 0.27], [-1.04, -2.09, -0.39], [1.95, 2.00, 1.95], [-0.79, -0.09, -0.50], [0.55, -0.12, -1.17], [-1.90, -0.38, -0.09], [0.95, -1.49, 0.77], [-0.23, 0.86, -0.03], [0.02, -0.47, -0.56], [-0.21, 0.77, 0.11], [-0.63, -0.43, -1.24], [-0.42, 1.14, 0.03], [-1.02, 0.40, -0.07], [0.13, 0.43, -0.71], [0.61, -1.26, 1.00], [0.35, -0.18, 0.54], [0.08, 0.64, 0.14], [-0.24, -0.03, -0.58], [-0.28, 0.24, -0.66], [0.18, -0.59, 0.17], [0.57, -0.44, 0.21], [0.04, 0.48, -0.27], [0.38, 0.38, 0.12], [-0.77, 0.09, -0.10], [-0.18, -0.62, 0.10], [0.07, 0.23, -0.44], [0.09, 0.82, 0.62], [0.11, -0.26, -0.09], [0.12, -0.13, -0.36], [-0.31, 0.24, -0.49], [-0.05, -0.54, 0.38], [-0.25, 0.51, 0.21], [-0.22, 0.31, 0.47], [0.23, -0.39, 0.46], [0.42, -0.36, -0.30], [0.49, 0.07, 0.41], [0.60, 0.02, -0.34], [0.05, -0.53, 0.03], [0.50, 0.16, 0.41], [0.08, 0.08, -0.11], [-0.14, -0.04, 0.02], [-0.16, 0.28, -0.05], [-0.03, 0.04, -0.10], [-0.06, -0.07, 0.05], [-0.04, -0.07, -0.01], [0.00, -0.04, 0.02], [0.06, -0.03, 0.04], [0.02, -0.03, 0.04], [0.08, -0.02, 0.07]], "spin_multiplicity": 1, "homo_lumo_gap_ev": 8.3481, "charge": 1, "energy_ev": -70908.42018}



2.
{"formula": "C13H31Br8N2O3PSi", "method": "the ωB97M-V functional and the def2-TZVPD basis", "species": ["C", "C", "N", "Si", "O", "C", "C", "C", "O", "O", "P", "N", "H", "H", "H", "H", "H", "H", "H", "H", "H", "H", "H", "H", "H", "H", "H", "Br", "C", "C", "Br", "H", "H", "H", "H", "Br", "C", "C", "Br", "H", "H", "H", "H", "Br", "C", "C", "Br", "H", "H", "H", "H", "Br", "C", "C", "Br", "H", "H", "H", "H"], "xyz": [[2.55213, -4.91342, 2.13935], [2.09819, -4.54180, 0.62518], [2.27591, -3.08622, 0.28268], [0.80148, -2.14996, 0.64473], [-0.03693, -2.94609, 1.93480], [-0.30723, -2.17921, -0.91568], [-1.63672, -3.08181, -0.75737], [-2.69820, -2.45020, 0.26474], [-2.66246, -1.24818, 0.62008], [-3.74722, -3.28800, 0.77893], [1.38641, -0.12590, 1.33881], [0.70224, 1.08009, 0.50009], [2.59553, -6.06337, 2.21460], [3.57530, -4.43270, 2.33351], [1.76544, -4.56806, 2.90384], [2.74545, -5.20516, -0.06259], [1.01592, -4.90384, 0.47324], [3.12065, -2.67936, 0.74542], [-0.46540, -3.77933, 1.65123], [0.32635, -2.62824, -1.76464], [-0.67028, -1.13997, -1.24942], [-2.09952, -3.23624, -1.80450], [-1.31279, -4.11995, -0.37716], [-4.33046, -3.49234, 0.01317], [0.97339, 0.04811, 2.70389], [2.81339, 0.04686, 1.24408], [0.13475, 0.65359, -0.24572], [-1.07486, 3.63705, -1.60839], [-1.72464, 3.25738, 0.19025], [-2.35723, 4.47736, 0.81161], [-1.00738, 5.74413, 1.42256], [-0.87763, 2.87112, 0.75857], [-2.46315, 2.46383, 0.06394], [-2.91696, 4.20539, 1.70784], [-3.01378, 5.01835, 0.12955], [3.69799, -2.02065, 4.50059], [5.44721, -1.57244, 3.76720], [5.34133, -1.15637, 2.32199], [5.09744, -2.70091, 1.15575], [6.08897, -2.43977, 3.92051], [5.80926, -0.74508, 4.37952], [6.26942, -0.69113, 1.98594], [4.51104, -0.47866, 2.12920], [3.01695, 1.48092, -2.22970], [1.67552, 1.45163, -3.64197], [0.79300, 0.23516, -3.53427], [1.70390, -1.36183, -4.18373], [2.21027, 1.51415, -4.58953], [1.09238, 2.36262, -3.49803], [-0.08599, 0.33987, -4.17255], [0.47300, 0.02571, -2.51480], [-6.97989, 5.09640, -0.28235], [-6.58133, 5.91598, -2.00527], [-5.09868, 6.13208, -2.17841], [-4.48282, 7.67093, -1.15266], [-7.16045, 6.83743, -2.06079], [-6.95619, 5.21080, -2.74884], [-4.86339, 6.37074, -3.21683], [-4.49868, 5.27854, -1.86223]], "forces_ev_per_angstrom": [[-0.66, -0.27, -0.51], [0.87, -1.09, 0.59], [-1.55, 0.22, 1.07], [0.00, -2.94, 0.20], [0.24, 0.52, -1.40], [-1.15, 0.17, -0.89], [0.43, -0.31, 0.30], [-0.21, 3.27, 0.61], [0.16, -4.75, -1.33], [1.29, 1.01, -1.70], [-0.98, 2.74, -0.60], [-0.11, -1.40, -0.01], [0.19, 1.75, -0.07], [-1.73, -1.00, -0.03], [1.36, -0.26, -1.17], [-0.98, 1.14, 0.81], [1.52, 0.70, 0.06], [-1.53, -0.82, -0.75], [0.32, 0.73, 0.36], [-0.93, 0.73, 1.22], [0.65, -1.50, 0.55], [0.44, 0.26, 1.77], [-0.81, 1.41, -0.58], [0.52, -0.09, 0.67], [0.90, -0.53, -0.25], [-0.46, -0.53, 0.62], [0.23, 0.46, 0.29], [0.03, -0.02, -0.01], [-0.14, -0.09, 0.06], [0.02, 0.05, 0.14], [-0.09, 0.02, -0.10], [-0.05, 0.02, -0.16], [0.04, 0.10, 0.04], [0.06, -0.05, -0.12], [0.11, -0.06, 0.09], [0.06, -0.04, -0.10], [-0.14, 0.14, 0.23], [0.41, -0.05, -0.07], [1.54, 0.44, 0.26], [-0.09, 0.12, -0.11], [-0.02, -0.05, -0.13], [-0.09, -0.05, 0.07], [0.13, -0.13, 0.12], [0.07, -0.03, -0.19], [0.07, 0.24, 0.24], [-0.11, -0.05, -0.29], [-0.03, -0.01, 0.11], [-0.11, -0.12, 0.12], [-0.02, -0.15, 0.04], [0.10, 0.05, 0.06], [0.17, 0.15, -0.14], [0.00, 0.09, -0.04], [-0.09, -0.28, 0.01], [0.09, 0.28, -0.11], [0.03, -0.16, 0.02], [0.18, -0.09, 0.02], [0.10, 0.07, 0.05], [-0.08, -0.05, 0.09], [-0.16, 0.08, -0.05]], "spin_multiplicity": 1, "homo_lumo_gap_ev": 8.5003, "energy_ev": -600612.61098}



3.
{"formula": "C13H31Cl2MnOP", "method": "the ωB97M-V functional and the def2-TZVPD basis", "species": ["Mn", "Cl", "Cl", "H", "H", "P", "C", "C", "C", "C", "H", "C", "H", "H", "H", "H", "H", "H", "H", "C", "C", "H", "H", "H", "H", "H", "H", "C", "H", "C", "H", "H", "H", "H", "H", "H", "C", "C", "C", "O", "C", "H", "H", "H", "H", "H", "H", "H", "H"], "xyz": [[0.05356, 1.08767, 0.16327], [-1.40616, 0.77808, 1.85303], [2.22232, 0.76867, -0.39009], [1.40440, 1.25234, 3.83182], [0.74284, 1.04860, 3.54644], [-0.44132, -1.26290, -0.41776], [-2.30046, -1.52866, -0.49820], [0.22073, -2.12631, -1.93503], [0.11080, -2.18525, 1.13457], [-2.97756, -0.37121, -1.24411], [-2.60166, -1.48829, 0.56449], [-2.72654, -2.87943, -1.07739], [-2.61244, -2.92607, -2.16846], [-3.79317, -3.03497, -0.87042], [-2.19069, -3.72836, -0.64180], [-2.78280, 0.58818, -0.74819], [-4.06381, -0.53965, -1.25928], [-2.63722, -0.30644, -2.28777], [-0.54295, -1.74287, 1.90776], [1.56660, -1.89691, 1.51288], [-0.17210, -3.67791, 1.00917], [-1.21800, -3.91768, 1.22186], [0.43731, -4.23844, 1.72620], [0.06782, -4.06325, 0.01151], [1.69934, -0.84293, 1.78306], [2.24534, -2.11892, 0.67923], [1.84458, -2.51595, 2.37843], [-0.10913, -1.32393, -3.19535], [-0.30827, -3.09095, -1.99785], [1.71770, -2.41546, -1.86000], [-1.18665, -1.22973, -3.37802], [0.33725, -1.82931, -4.06277], [0.32812, -0.31851, -3.14708], [2.27361, -1.48631, -1.69411], [2.04552, -2.84235, -2.81688], [1.98017, -3.12831, -1.07125], [1.73627, 5.09544, 1.64624], [0.58912, 5.55501, 0.72090], [-0.04625, 4.28465, 0.15987], [0.68851, 3.15010, 0.69199], [1.72423, 3.56843, 1.64214], [2.69696, 5.44424, 1.26391], [1.58530, 5.48364, 2.64962], [0.97857, 6.16799, -0.09228], [-0.18008, 6.11550, 1.25877], [-1.07899, 4.13716, 0.50194], [-0.03281, 4.24067, -0.93777], [2.67593, 3.13476, 1.31029], [1.43612, 3.15611, 2.62246]], "forces_ev_per_angstrom": [[0.81, -0.39, 0.18], [-0.33, 0.42, 0.06], [0.08, 0.28, -0.33], [-0.13, -0.11, -0.01], [0.17, 0.04, 0.09], [-0.13, 0.74, 0.49], [0.43, -0.13, 0.19], [-0.24, -0.31, 0.32], [-0.43, 0.15, -0.44], [-0.08, -0.02, 0.02], [0.11, 0.06, -0.39], [-0.29, -0.18, -0.06], [0.07, 0.08, 0.19], [0.13, 0.03, -0.05], [-0.09, 0.21, -0.13], [-0.07, -0.22, -0.10], [0.21, 0.11, 0.00], [-0.12, 0.00, 0.31], [0.25, -0.20, -0.31], [0.01, 0.11, -0.06], [0.02, -0.42, 0.13], [0.13, 0.05, -0.07], [-0.07, 0.04, -0.04], [0.01, -0.02, 0.18], [0.03, -0.29, -0.09], [-0.08, 0.11, 0.43], [-0.08, 0.12, -0.21], [0.05, 0.12, -0.16], [0.08, 0.25, 0.05], [0.27, 0.12, -0.11], [0.28, -0.05, 0.07], [-0.14, 0.09, 0.14], [-0.08, -0.14, 0.03], [-0.02, -0.23, -0.01], [-0.06, 0.03, 0.15], [-0.12, 0.13, -0.17], [-0.04, -0.04, -0.29], [-0.13, -0.13, -0.12], [-0.20, -0.71, 0.34], [0.04, 0.21, -0.21], [-0.57, -0.48, -0.04], [-0.11, 0.12, 0.14], [0.14, 0.01, 0.05], [-0.11, 0.07, 0.12], [0.29, 0.08, -0.05], [0.12, 0.24, -0.14], [0.15, -0.07, 0.26], [-0.35, 0.01, 0.09], [0.21, 0.12, -0.43]], "relative_energy_ev": 0.000, "spin_multiplicity": 4, "homo_lumo_gap_ev": [9.1150, 7.9784], "energy_ev": -81686.38122}



4.
{"formula": "C13H31Cl2O12P3", "method": "the ωB97M-V functional and the def2-TZVPD basis", "species": ["O", "C", "O", "Cl", "O", "P", "O", "Cl", "H", "O", "P", "O", "C", "C", "O", "C", "C", "O", "C", "C", "H", "H", "H", "H", "H", "H", "H", "H", "H", "H", "H", "H", "H", "H", "H", "O", "P", "O", "C", "C", "O", "C", "C", "O", "C", "C", "H", "H", "H", "H", "H", "H", "H", "H", "H", "H", "H", "H", "H", "H", "H"], "xyz": [[-2.90097, 1.34873, 2.92398], [-1.90574, 1.22288, 2.27565], [-1.53768, 0.00904, 1.72744], [-2.79907, -0.68773, 0.86202], [-1.05293, 2.20271, 1.97120], [-1.58640, 3.27880, 0.74914], [-3.19256, 3.38187, 0.77291], [-1.00027, 5.11399, 1.49075], [-3.62129, 2.52112, 0.68805], [4.07060, -2.71008, 3.96199], [3.54612, -1.55932, 4.73725], [4.36499, -0.24761, 4.18346], [4.50336, -0.00570, 2.78445], [3.37736, 0.85157, 2.23545], [4.23792, -1.77220, 6.19205], [4.88935, -2.99838, 6.52336], [6.36510, -2.95752, 6.17162], [2.35806, -0.73223, 5.48486], [1.18791, -0.28730, 4.79679], [0.61512, -1.30503, 3.83111], [4.57333, -0.94521, 2.23217], [5.45043, 0.51967, 2.65468], [2.43165, 0.30392, 2.23282], [3.58640, 1.14417, 1.20548], [3.24870, 1.75461, 2.83249], [4.39435, -3.83835, 6.03883], [4.77130, -3.14135, 7.59840], [6.53803, -2.51269, 5.19332], [6.79111, -3.96173, 6.18314], [6.90754, -2.34807, 6.89643], [1.40128, 0.66290, 4.29940], [0.44349, -0.06564, 5.56267], [1.37860, -1.70939, 3.15564], [-0.16756, -0.84980, 3.22460], [0.17992, -2.14599, 4.37288], [-2.86767, 2.04063, -5.54631], [-2.52676, 0.85941, -4.71810], [-3.91046, -0.01939, -4.61447], [-4.68087, -0.31568, -5.77893], [-4.26433, -1.62365, -6.42518], [-2.44700, 1.49205, -3.22256], [-2.42246, 2.90557, -3.01973], [-3.82380, 3.46302, -2.84860], [-1.51988, -0.31802, -4.21174], [-0.96445, -1.29085, -5.09937], [-0.50144, -0.72193, -6.42540], [-4.62606, 0.50230, -6.50007], [-5.71831, -0.39165, -5.45109], [-3.27368, -1.53988, -6.87843], [-4.96215, -1.89818, -7.21720], [-4.23865, -2.42971, -5.69166], [-1.90000, 3.40384, -3.83442], [-1.84170, 3.08929, -2.11600], [-4.52028, 3.04104, -3.57098], [-3.82173, 4.54874, -2.95178], [-4.20971, 3.21723, -1.85780], [-1.68100, -2.10414, -5.23921], [-0.10967, -1.72827, -4.58241], [-1.27223, -0.10328, -6.89982], [-0.24185, -1.52776, -7.11137], [0.38124, -0.09628, -6.28874]], "forces_ev_per_angstrom": [[0.34, 0.06, -0.26], [-1.31, -0.14, 0.79], [0.60, 0.41, -0.44], [-0.09, -0.11, 0.13], [-0.38, 0.01, 0.16], [1.21, 0.28, -1.71], [0.29, 0.14, 0.99], [-0.48, -0.46, 0.31], [-0.26, -0.11, -0.05], [-2.86, -0.13, -1.01], [5.04, 2.11, 3.23], [-1.03, -0.49, -0.16], [0.20, 0.14, -0.32], [-0.13, -0.10, 0.06], [-0.48, 0.06, -0.10], [0.27, -0.17, -0.13], [0.15, 0.16, 0.18], [-0.99, -1.81, -1.63], [-0.44, 0.45, -0.17], [0.06, -0.14, 0.10], [0.01, -0.07, 0.12], [0.03, -0.04, 0.13], [0.00, 0.02, -0.01], [0.05, -0.02, 0.00], [0.04, 0.01, 0.00], [0.00, 0.06, -0.15], [-0.09, 0.18, 0.01], [-0.16, -0.14, -0.11], [0.00, 0.00, 0.01], [0.01, -0.01, 0.00], [0.17, -0.09, -0.08], [0.15, -0.04, 0.12], [-0.05, 0.11, -0.03], [0.12, -0.10, 0.07], [0.05, -0.02, -0.01], [2.04, -1.20, -1.88], [-3.68, 0.57, 5.10], [0.99, -0.02, -0.59], [-0.36, -0.06, -0.20], [0.17, 0.03, -0.01], [0.36, -0.27, -0.15], [-0.29, 0.27, -0.13], [-0.10, -0.07, 0.20], [0.82, 1.03, -2.28], [0.15, -0.61, -0.18], [0.03, 0.20, 0.05], [0.07, 0.08, 0.09], [0.04, 0.06, 0.12], [-0.01, -0.02, 0.00], [-0.03, 0.04, 0.01], [-0.04, 0.01, 0.02], [-0.08, -0.08, -0.13], [0.06, -0.20, 0.01], [0.14, 0.05, -0.19], [0.00, 0.00, 0.02], [-0.02, 0.04, 0.02], [-0.15, 0.15, -0.04], [-0.06, 0.12, 0.15], [0.00, -0.12, -0.02], [-0.02, -0.02, -0.01], [-0.03, 0.04, 0.00]], "spin_multiplicity": 1, "homo_lumo_gap_ev": 8.9019, "smiles": "CCOP(=O)(OCC)OCC.CCOP(=O)(OCC)OCC.O=C(OCl)OP(O)Cl", "energy_ev": -91467.21726}



Q: Number 2 is which compound?
A: C13H31Br8N2O3PSi